{
  "formula": "C54H50INO34S",
  "method": "ωB97M-V/def2-TZVPD",
  "species": ["C", "C", "O", "C", "C", "C", "O", "S", "O", "O", "O", "C", "C", "C", "C", "I", "C", "C", "C", "N", "O", "H", "H", "H", "H", "H", "H", "H", "H", "H", "H", "H", "H", "H", "H", "H", "H", "H", "H", "H", "H", "H", "H", "C", "C", "C", "O", "C", "C", "C", "O", "O", "O", "H", "H", "H", "H", "C", "C", "C", "O", "C", "C", "C", "O", "O", "O", "H", "H", "H", "H", "C", "C", "C", "O", "C", "C", "C", "O", "O", "O", "H", "H", "H", "H", "C", "C", "C", "O", "C", "C", "C", "O", "O", "O", "H", "H", "H", "H", "C", "C", "C", "O", "C", "C", "C", "O", "O", "O", "H", "H", "H", "H", "C", "C", "C", "O", "C", "C", "C", "O", "O", "O", "H", "H", "H", "H", "C", "C", "C", "O", "C", "C", "C", "O", "O", "O", "H", "H", "H", "H"],
  "xyz": [[8.287, -1.141, -0.006], [7.076, -1.844, 0.745], [6.129, -0.891, 1.322], [5.502, -0.256, 0.197], [4.081, 0.386, 0.525], [3.574, 1.088, -0.815], [2.555, 0.381, -1.615], [2.260, 1.549, -2.797], [1.098, 1.337, -3.700], [3.423, 1.812, -3.695], [2.161, 2.815, -1.727], [2.925, 2.504, -0.498], [1.873, 2.523, 0.700], [0.482, 1.791, 0.391], [0.107, 0.657, 1.468], [0.529, -1.372, 0.796], [3.842, 3.796, -0.350], [5.397, 3.572, -0.588], [6.244, 3.462, 0.758], [7.676, 3.859, 0.639], [5.784, 3.117, 1.851], [9.090, -1.878, -0.337], [8.703, -0.350, 0.704], [7.980, -0.582, -0.952], [6.546, -2.621, 0.094], [7.517, -2.390, 1.643], [5.341, -0.974, -0.685], [6.153, 0.598, -0.199], [4.182, 1.189, 1.331], [3.364, -0.392, 0.926], [4.473, 1.014, -1.496], [2.270, 2.068, 1.665], [1.614, 3.605, 0.961], [0.411, 1.331, -0.637], [-0.356, 2.567, 0.444], [0.609, 0.882, 2.469], [-1.021, 0.707, 1.631], [3.502, 4.556, -1.132], [3.734, 4.334, 0.648], [5.668, 2.724, -1.282], [5.785, 4.521, -1.096], [7.767, 4.701, 1.226], [8.255, 3.131, 1.077], [-3.531, -3.505, -0.812], [-3.966, -4.757, -0.981], [-4.454, -5.572, 0.169], [-4.861, -6.703, -0.025], [-4.417, -4.967, 1.503], [-3.980, -3.718, 1.672], [-3.518, -2.895, 0.518], [-3.141, -1.748, 0.707], [-3.938, -3.146, 2.903], [-3.982, -5.337, -2.205], [-3.176, -2.902, -1.637], [-4.757, -5.574, 2.329], [-3.587, -2.247, 2.757], [-4.339, -6.240, -2.068], [5.325, 8.097, -1.598], [5.172, 9.423, -1.574], [4.539, 10.154, -2.710], [4.399, 11.365, -2.646], [4.109, 9.378, -3.873], [4.265, 8.052, -3.899], [4.873, 7.317, -2.752], [4.981, 6.105, -2.806], [3.875, 7.317, -4.968], [5.586, 10.162, -0.516], [5.780, 7.555, -0.780], [3.667, 9.922, -4.696], [4.091, 6.392, -4.742], [5.364, 11.085, -0.740], [0.105, 10.759, -0.451], [1.196, 11.458, -0.773], [1.426, 12.832, -0.240], [2.443, 13.430, -0.542], [0.401, 13.411, 0.632], [-0.691, 12.714, 0.952], [-0.908, 11.330, 0.441], [-1.909, 10.719, 0.770], [-1.651, 13.234, 1.756], [2.143, 10.947, -1.599], [-0.073, 9.761, -0.828], [0.571, 14.415, 0.998], [-2.329, 12.537, 1.834], [2.830, 11.644, -1.675], [-5.814, -7.352, -4.954], [-6.466, -7.777, -6.039], [-6.704, -9.229, -6.285], [-7.319, -9.577, -7.276], [-6.174, -10.187, -5.311], [-5.520, -9.761, -4.228], [-5.307, -8.309, -3.970], [-4.719, -7.959, -2.960], [-5.020, -10.633, -3.317], [-6.941, -6.907, -6.962], [-5.637, -6.302, -4.763], [-6.338, -11.237, -5.509], [-4.597, -10.080, -2.634], [-7.371, -7.460, -7.643], [-7.757, -5.236, 6.865], [-6.952, -4.765, 5.910], [-7.241, -4.995, 4.465], [-6.492, -4.531, 3.626], [-8.427, -5.782, 4.117], [-9.230, -6.256, 5.072], [-8.956, -6.003, 6.516], [-9.722, -6.437, 7.357], [-10.330, -6.988, 4.770], [-5.837, -4.056, 6.211], [-7.560, -5.075, 7.916], [-8.615, -5.956, 3.067], [-10.738, -7.209, 5.629], [-5.431, -3.830, 5.351], [-8.272, -1.015, 1.832], [-8.975, 0.079, 2.132], [-8.427, 1.446, 1.895], [-9.106, 2.420, 2.164], [-7.073, 1.558, 1.345], [-6.368, 0.463, 1.048], [-6.928, -0.904, 1.260], [-6.264, -1.879, 0.960], [-5.113, 0.551, 0.542], [-10.219, -0.004, 2.664], [-8.659, -2.012, 1.997], [-6.681, 2.554, 1.195], [-4.814, -0.372, 0.412], [-10.511, 0.919, 2.787], [8.204, -6.001, -0.843], [7.774, -7.254, -1.007], [7.247, -8.052, 0.137], [6.847, -9.185, -0.055], [7.239, -7.429, 1.464], [7.673, -6.177, 1.628], [8.174, -5.370, 0.478], [8.544, -4.224, 0.665], [7.675, -5.586, 2.848], [7.797, -7.855, -2.221], [8.586, -5.411, -1.666], [6.871, -8.024, 2.289], [8.031, -4.690, 2.702], [7.435, -8.749, -2.075]],
  "orbital_gap_ev": 7.359,
  "total_charge": 0,
  "multiplicity": 1,
  "energy_ev": -146842.2012
}

{
  "formula": "C54H51CdCl2NO3P2SSi",
  "method": "ωB97M-V/def2-TZVPD",
  "species": ["Cd", "C", "P", "C", "C", "C", "C", "C", "C", "C", "C", "C", "C", "C", "C", "C", "C", "C", "C", "C", "P", "C", "C", "C", "C", "C", "C", "C", "C", "C", "C", "C", "C", "N", "H", "H", "H", "H", "H", "H", "H", "H", "H", "H", "H", "H", "H", "H", "H", "H", "H", "H", "H", "H", "H", "H", "H", "H", "H", "H", "O", "C", "O", "C", "C", "C", "C", "C", "C", "S", "H", "H", "H", "H", "Cl", "C", "Cl", "H", "H", "C", "C", "C", "C", "Si", "O", "C", "C", "C", "C", "C", "C", "C", "C", "C", "C", "C", "C", "H", "H", "H", "H", "H", "H", "H", "H", "H", "H", "H", "H", "H", "H", "H", "H", "H", "H", "H"],
  "xyz": [[-0.138, 0.905, 0.601], [-1.655, -1.973, -0.719], [-0.252, -2.408, -1.856], [0.028, -4.131, -1.232], [-0.514, -5.278, -1.847], [-0.058, -6.522, -1.462], [0.951, -6.656, -0.526], [1.349, -5.561, 0.165], [0.919, -4.311, -0.184], [-1.172, -2.839, -3.429], [-2.501, -2.388, -3.704], [-3.093, -2.642, -4.927], [-2.388, -3.364, -5.880], [-1.086, -3.801, -5.631], [-0.448, -3.486, -4.438], [-1.162, -2.062, 0.706], [-1.518, -2.983, 1.652], [-0.813, -2.611, 2.853], [-0.118, -1.456, 2.585], [0.785, -0.633, 3.499], [2.486, -0.276, 2.891], [3.229, -2.012, 2.754], [4.214, -2.257, 1.795], [5.004, -3.396, 1.854], [4.685, -4.403, 2.748], [3.653, -4.211, 3.640], [2.927, -3.052, 3.665], [3.371, 0.146, 4.470], [2.962, 1.243, 5.233], [3.678, 1.665, 6.338], [4.850, 1.013, 6.738], [5.252, -0.092, 6.027], [4.540, -0.538, 4.933], [-0.339, -1.101, 1.283], [-2.458, -2.671, -0.825], [-2.035, -0.981, -0.962], [-1.227, -5.246, -2.636], [-0.490, -7.350, -1.994], [1.302, -7.671, -0.313], [2.119, -5.673, 0.915], [1.382, -3.476, 0.379], [-3.026, -1.754, -2.933], [-4.057, -2.217, -5.111], [-2.738, -3.503, -6.888], [-0.500, -4.269, -6.368], [0.580, -3.785, -4.166], [-2.136, -3.868, 1.498], [-0.794, -3.281, 3.730], [0.808, -1.167, 4.434], [0.323, 0.317, 3.695], [4.412, -1.525, 1.053], [5.882, -3.524, 1.159], [5.238, -5.310, 2.751], [3.351, -5.024, 4.267], [2.110, -2.913, 4.384], [2.153, 1.875, 4.844], [3.363, 2.558, 6.899], [5.412, 1.309, 7.649], [6.157, -0.610, 6.395], [4.947, -1.353, 4.351], [-1.137, 4.045, 2.756], [-0.296, 3.170, 2.517], [-0.458, 1.927, 2.489], [1.156, 3.641, 2.370], [1.678, 4.410, 3.456], [2.888, 5.054, 3.394], [3.678, 4.930, 2.230], [3.194, 4.212, 1.178], [1.972, 3.482, 1.267], [1.670, 2.408, -0.082], [1.074, 4.526, 4.344], [3.266, 5.627, 4.269], [4.622, 5.468, 2.132], [3.818, 4.094, 0.303], [3.299, -0.399, -2.274], [4.735, 0.573, -2.233], [6.237, -0.353, -2.453], [4.754, 1.113, -1.279], [4.650, 1.283, -3.053], [-4.116, 2.019, 0.922], [-4.380, 1.765, -0.546], [-4.570, 0.214, -0.651], [-5.618, 2.536, -0.884], [-2.811, 1.993, -1.596], [-1.712, 1.108, -0.877], [-3.031, 1.446, -3.386], [-1.839, 1.062, -4.043], [-1.777, 0.650, -5.367], [-2.940, 0.616, -6.146], [-4.129, 1.038, -5.540], [-4.178, 1.455, -4.197], [-2.228, 3.787, -1.700], [-1.774, 4.390, -0.514], [-1.293, 5.723, -0.477], [-1.303, 6.496, -1.649], [-1.710, 5.881, -2.855], [-2.215, 4.598, -2.853], [-5.035, 1.739, 1.421], [-3.862, 3.065, 1.115], [-3.353, 1.404, 1.309], [-5.495, -0.139, -0.093], [-3.754, -0.300, -0.158], [-4.592, -0.145, -1.721], [-6.513, 2.388, -0.211], [-6.078, 2.345, -1.854], [-5.454, 3.627, -0.906], [-0.934, 1.096, -3.474], [-0.826, 0.304, -5.841], [-2.952, 0.273, -7.175], [-5.094, 1.057, -6.077], [-5.127, 1.790, -3.778], [-1.736, 3.833, 0.468], [-0.969, 6.088, 0.498], [-0.949, 7.527, -1.660], [-1.640, 6.457, -3.794], [-2.521, 4.186, -3.847]],
  "orbital_gap_ev": 6.119,
  "total_charge": -2,
  "multiplicity": 1,
  "energy_ev": -131363.5267
}

Computed molecular weight, in the same sequence as the records: 1415.94 1067.43 g/mol.